(1)
DFT (the ωB97M-V functional and the def2-TZVPD basis) results for a molecular structure, C4H6AlIKNOS2.

Summary:
Electronic energy: -60474.0584 eV
Frontier orbital gap: 7.31 eV
Largest force on an atom: 4.72 eV/Å
Charge: 0
LUMO: -1.192 eV

Structure (XYZ):
```
17
Properties=species:S:1:pos:R:3:forces:R:3:lowdin_charge:R:1
S -1.301397 1.574248 2.616289 0.7 -0.8 0.1 0.6234
C -0.877334 0.013720 2.406512 -2.0 2.0 0.0 -0.8844
N -0.895093 -1.124830 2.096668 1.0 -0.8 -0.6 0.0275
Al 0.388382 -1.558930 0.747782 1.6 -0.7 0.3 -0.4627
S 2.048880 -2.886534 1.597878 -0.2 0.2 0.2 0.3175
I -0.885776 -2.961154 -1.068903 -0.1 0.3 0.2 0.3592
C 1.174547 0.022676 -0.221787 -3.0 1.1 -0.7 -0.1839
C -0.145721 0.938053 -0.721226 4.2 1.4 0.0 -0.3570
C -0.015672 1.519600 -2.277121 -2.0 -0.4 0.7 -0.0484
O 0.100965 2.331997 -0.910760 -2.8 -3.6 1.3 -0.1341
H 2.517089 -2.202313 2.691471 -0.5 -0.1 -0.7 -0.2236
H 1.645883 -0.299550 -1.177107 -0.1 0.3 0.9 0.0654
H 1.793473 0.715610 0.386968 -0.3 -0.5 -0.5 0.0704
H -1.222330 0.592043 -0.363292 3.8 1.9 -0.7 -0.0356
H -0.333790 2.501593 -2.698814 1.4 -0.6 -1.1 0.1179
H -1.087712 1.072001 -2.448389 -0.1 1.1 0.5 0.0310
K -2.904394 -0.248229 -0.656169 -1.7 -0.9 -0.1 0.7175
```
Forces are in eV/Å.

***

(2)
DFT (the ωB97M-V functional and the def2-TZVPD basis) results for C4H6BNO3 in the gas phase.

Summary:
Electronic energy: -12554.0827 eV
Frontier orbital gap: 7.80 eV
Energy relative to the best compared isomer or geometry (same formula, charge and spin): 237.7 kJ/mol
Largest force on an atom: 4.58 eV/Å
Charge: 0
LUMO: -0.082 eV

Structure (XYZ):
```
15
Properties=species:S:1:pos:R:3:forces:R:3:lowdin_charge:R:1
B 3.501463 -0.276043 0.035726 -1.8 -0.7 0.0 -0.7371
C -0.520762 0.276010 0.231028 0.7 3.5 -0.1 -0.1109
C 1.947095 -0.046164 0.153007 -1.7 0.1 0.0 0.2337
C -1.521290 -0.708927 0.068051 -1.7 -0.4 0.4 -0.5092
C -2.907188 -0.103472 0.139782 -1.3 -1.2 -0.9 -0.0427
N 0.764109 0.074614 0.169174 3.4 -1.1 0.0 0.0701
O -1.362445 -1.894788 -0.105293 0.8 -0.9 -0.2 0.0544
O 3.878342 -1.539646 -0.086776 -4.5 -0.7 -0.6 0.2449
O 4.327499 0.739287 0.048130 3.4 2.5 -0.8 0.1940
H -0.663858 1.416117 0.247344 -0.6 -2.0 0.1 0.1534
H -3.140360 0.318210 -0.828476 0.2 1.2 0.1 0.0834
H -3.827125 -0.682717 0.272345 0.8 -1.6 -0.3 0.0817
H -3.063458 0.434044 1.021054 0.4 2.2 0.9 0.0532
H 4.718119 -1.817902 0.009516 4.4 -1.2 0.4 0.0561
H 5.282938 0.634247 -0.289496 -2.5 0.0 1.0 0.1749
```
Forces are in eV/Å.

***

(3)
DFT (the ωB97M-V functional and the def2-TZVPD basis) results for a molecular structure, C4H6BO4.

Summary:
Electronic energy: -13110.8897 eV
Frontier orbital gap (alpha / beta): 7.66 / 8.45 eV
Energy relative to the best compared isomer or geometry (same formula, charge and spin): 375.3 kJ/mol
Largest force on an atom: 5.62 eV/Å
Charge: -1
LUMO (alpha / beta): 3.072 / 3.451 eV

Structure (XYZ):
```
15
Properties=species:S:1:pos:R:3:forces:R:3:lowdin_charge:R:1
B -0.495618 0.117580 -2.307240 0.2 0.1 0.8 -0.9007
C 1.614426 0.104682 -2.057091 1.3 0.3 0.1 -0.6514
C 0.863882 -0.440426 2.132972 -0.4 0.8 -4.9 -0.0922
C 0.429762 0.008197 0.938138 1.6 -0.7 0.6 0.0207
C 0.621099 0.963096 -1.395476 -1.3 -0.7 2.0 0.2070
O 2.810375 0.022841 -1.898698 1.0 -0.1 0.0 0.0311
O 0.892975 -0.602885 -2.891650 -0.9 0.8 -0.3 0.0868
O -1.166542 -0.960794 -1.661750 1.5 -1.6 1.7 0.0264
O -1.370938 0.891266 -3.131806 5.0 2.5 0.7 0.1181
H 1.679222 -1.027048 2.103879 3.0 -2.1 0.5 -0.0191
H 0.440366 -0.193461 3.018592 -1.6 0.7 2.6 -0.0070
H -0.406682 0.566678 1.032884 -2.9 2.0 -0.4 -0.0236
H 0.701138 1.855993 -0.732843 0.4 -0.7 -1.1 0.0841
H -0.444741 -1.462453 -1.104342 -2.3 1.5 -1.6 0.1260
H -2.112146 0.431517 -3.257794 -4.6 -2.9 -0.9 -0.0062
```
Forces are in eV/Å.

***

(4)
DFT (the ωB97M-V functional and the def2-TZVPD basis) results for C4H6BrF in the gas phase.

Summary:
Electronic energy: -77003.9511 eV
Frontier orbital gap: 10.47 eV
Energy relative to the best compared isomer or geometry (same formula, charge and spin): 13.2 kJ/mol
Largest force on an atom: 3.96 eV/Å
Charge: 0
LUMO: 0.643 eV
SMILES string: C[C@H](Br)/C=C/F

Structure (XYZ):
```
12
Properties=species:S:1:pos:R:3:forces:R:3:lowdin_charge:R:1
C -0.503327 -0.540024 0.547447 0.8 0.2 -2.4 -0.1564
C -0.773433 -0.378681 1.805091 0.9 1.1 1.8 -0.1889
C 0.176875 0.605373 -1.553578 1.4 2.1 0.5 -0.1694
C 0.672988 0.183467 -0.133207 -1.6 -3.0 -2.0 -0.6288
F -1.697553 -1.022323 2.493806 -0.9 -0.4 0.0 0.0453
Br 2.222095 -1.194040 -0.402236 -0.9 0.7 0.2 0.5004
H -1.168131 -1.104092 -0.137071 0.7 0.0 0.7 0.1303
H -0.241790 0.318062 2.462448 0.1 -0.3 -0.3 0.1324
H -0.274047 -0.259765 -2.086582 0.7 0.6 0.2 0.0696
H 1.077901 1.181341 -2.149247 -2.6 -1.6 1.3 0.1263
H -0.676127 1.326851 -1.292351 1.2 -0.7 -0.8 0.0932
H 1.184548 0.883830 0.445478 0.4 1.3 0.8 0.0460
```
Forces are in eV/Å.

***

(5)
DFT (the ωB97M-V functional and the def2-TZVPD basis) results for C4H6BrFO in the gas phase.

Summary:
Electronic energy: -79051.7532 eV
Frontier orbital gap: 10.35 eV
Energy relative to the best compared isomer or geometry (same formula, charge and spin): 53.3 kJ/mol
Largest force on an atom: 3.74 eV/Å
Charge: 0
LUMO: 0.753 eV
SMILES string: CC(=O)[C@@](C)(F)Br

Structure (XYZ):
```
13
Properties=species:S:1:pos:R:3:forces:R:3:lowdin_charge:R:1
C 0.448372 -0.594785 -0.105154 -0.8 0.6 -1.0 -0.4255
C 0.925800 -1.352181 1.121137 -1.2 0.7 -0.1 -0.0158
C -1.296449 1.379413 -0.957647 -0.3 2.1 0.2 -0.0872
C -0.328867 0.918184 0.177991 1.5 -2.7 -2.1 -0.8188
O 0.540152 -1.049981 -1.214191 -0.3 0.7 0.4 0.0760
F -0.802606 0.769590 1.419241 -1.2 0.8 0.6 -0.0320
Br 1.216323 2.071064 0.225380 0.4 0.5 0.2 0.7882
H 0.204052 -0.985016 1.863769 0.7 -0.7 0.5 0.0729
H 1.944061 -1.045503 1.382990 -0.2 -0.3 0.0 0.0900
H 0.789569 -2.434152 0.922711 0.4 0.7 0.2 0.1009
H -2.414480 1.400310 -0.679828 1.9 0.0 -0.1 0.1072
H -1.186923 0.769154 -1.843436 0.2 -0.6 0.1 0.0567
H -0.935081 2.433603 -1.357044 -1.1 -2.0 1.2 0.0875
```
Forces are in eV/Å.

***

(6)
DFT (the ωB97M-V functional and the def2-TZVPD basis) results for C4H6BrN3O2S in the gas phase.

Summary:
Electronic energy: -93685.4169 eV
Frontier orbital gap: 8.73 eV
Energy relative to the best compared isomer or geometry (same formula, charge and spin): 103.0 kJ/mol
Largest force on an atom: 3.60 eV/Å
Charge: 0
LUMO: -0.043 eV
SMILES string: NS(=O)(=O)/N=C/C=C\N=C/Br

Structure (XYZ):
```
17
Properties=species:S:1:pos:R:3:forces:R:3:lowdin_charge:R:1
C 0.311569 2.249102 -0.090560 1.3 -0.7 -0.6 -0.0525
C -0.717246 1.172285 -0.031138 0.4 3.6 -0.4 -0.1944
C 1.592754 2.006659 0.343822 -1.7 0.4 -0.7 -0.1390
C 1.810138 -0.330197 0.873192 0.8 -2.1 2.7 -0.6395
N 1.843675 0.883196 1.020048 -0.1 0.0 0.7 -0.0077
N -0.415208 -0.006995 -0.316139 -0.7 -1.7 0.8 -0.0847
N -1.232757 -2.101847 -1.296120 0.3 0.3 0.6 -0.0519
O -1.103031 -1.953164 1.156423 1.1 -0.1 0.1 -0.3003
O -2.885762 -0.691367 0.187408 0.2 0.1 -1.4 -0.2889
S -1.553571 -1.204178 0.027321 -0.1 0.2 0.7 0.5276
Br 2.488647 -1.361421 -0.583116 -0.1 0.0 -0.4 0.6610
H 0.131647 3.184232 -0.625923 -0.3 -0.3 0.5 0.0972
H -1.703926 1.580023 0.198012 -0.3 -0.7 0.1 0.1230
H 2.367807 2.749382 0.348148 0.1 0.3 -0.1 0.1137
H 1.630089 -1.009370 1.809054 0.3 1.1 -1.9 0.1135
H -1.944078 -2.298097 -1.938956 -1.2 -0.2 -0.8 0.0571
H -0.620741 -2.868248 -1.081479 0.1 -0.2 0.1 0.0659
```
Forces are in eV/Å.

***

Repeat the fourth record exactly.
DFT (the ωB97M-V functional and the def2-TZVPD basis) results for C4H6BrF in the gas phase.

Summary:
Electronic energy: -77003.9511 eV
Frontier orbital gap: 10.47 eV
Energy relative to the best compared isomer or geometry (same formula, charge and spin): 13.2 kJ/mol
Largest force on an atom: 3.96 eV/Å
Charge: 0
LUMO: 0.643 eV
SMILES string: C[C@H](Br)/C=C/F

Structure (XYZ):
```
12
Properties=species:S:1:pos:R:3:forces:R:3:lowdin_charge:R:1
C -0.503327 -0.540024 0.547447 0.8 0.2 -2.4 -0.1564
C -0.773433 -0.378681 1.805091 0.9 1.1 1.8 -0.1889
C 0.176875 0.605373 -1.553578 1.4 2.1 0.5 -0.1694
C 0.672988 0.183467 -0.133207 -1.6 -3.0 -2.0 -0.6288
F -1.697553 -1.022323 2.493806 -0.9 -0.4 0.0 0.0453
Br 2.222095 -1.194040 -0.402236 -0.9 0.7 0.2 0.5004
H -1.168131 -1.104092 -0.137071 0.7 0.0 0.7 0.1303
H -0.241790 0.318062 2.462448 0.1 -0.3 -0.3 0.1324
H -0.274047 -0.259765 -2.086582 0.7 0.6 0.2 0.0696
H 1.077901 1.181341 -2.149247 -2.6 -1.6 1.3 0.1263
H -0.676127 1.326851 -1.292351 1.2 -0.7 -0.8 0.0932
H 1.184548 0.883830 0.445478 0.4 1.3 0.8 0.0460
```
Forces are in eV/Å.

***

Repeat the first record exactly.
DFT (the ωB97M-V functional and the def2-TZVPD basis) results for a molecular structure, C4H6AlIKNOS2.

Summary:
Electronic energy: -60474.0584 eV
Frontier orbital gap: 7.31 eV
Largest force on an atom: 4.72 eV/Å
Charge: 0
LUMO: -1.192 eV

Structure (XYZ):
```
17
Properties=species:S:1:pos:R:3:forces:R:3:lowdin_charge:R:1
S -1.301397 1.574248 2.616289 0.7 -0.8 0.1 0.6234
C -0.877334 0.013720 2.406512 -2.0 2.0 0.0 -0.8844
N -0.895093 -1.124830 2.096668 1.0 -0.8 -0.6 0.0275
Al 0.388382 -1.558930 0.747782 1.6 -0.7 0.3 -0.4627
S 2.048880 -2.886534 1.597878 -0.2 0.2 0.2 0.3175
I -0.885776 -2.961154 -1.068903 -0.1 0.3 0.2 0.3592
C 1.174547 0.022676 -0.221787 -3.0 1.1 -0.7 -0.1839
C -0.145721 0.938053 -0.721226 4.2 1.4 0.0 -0.3570
C -0.015672 1.519600 -2.277121 -2.0 -0.4 0.7 -0.0484
O 0.100965 2.331997 -0.910760 -2.8 -3.6 1.3 -0.1341
H 2.517089 -2.202313 2.691471 -0.5 -0.1 -0.7 -0.2236
H 1.645883 -0.299550 -1.177107 -0.1 0.3 0.9 0.0654
H 1.793473 0.715610 0.386968 -0.3 -0.5 -0.5 0.0704
H -1.222330 0.592043 -0.363292 3.8 1.9 -0.7 -0.0356
H -0.333790 2.501593 -2.698814 1.4 -0.6 -1.1 0.1179
H -1.087712 1.072001 -2.448389 -0.1 1.1 0.5 0.0310
K -2.904394 -0.248229 -0.656169 -1.7 -0.9 -0.1 0.7175
```
Forces are in eV/Å.

***

What did the first record say?
DFT (the ωB97M-V functional and the def2-TZVPD basis) results for a molecular structure, C4H6AlIKNOS2.

Summary:
Electronic energy: -60474.0584 eV
Frontier orbital gap: 7.31 eV
Largest force on an atom: 4.72 eV/Å
Charge: 0
LUMO: -1.192 eV

Structure (XYZ):
```
17
Properties=species:S:1:pos:R:3:forces:R:3:lowdin_charge:R:1
S -1.301397 1.574248 2.616289 0.7 -0.8 0.1 0.6234
C -0.877334 0.013720 2.406512 -2.0 2.0 0.0 -0.8844
N -0.895093 -1.124830 2.096668 1.0 -0.8 -0.6 0.0275
Al 0.388382 -1.558930 0.747782 1.6 -0.7 0.3 -0.4627
S 2.048880 -2.886534 1.597878 -0.2 0.2 0.2 0.3175
I -0.885776 -2.961154 -1.068903 -0.1 0.3 0.2 0.3592
C 1.174547 0.022676 -0.221787 -3.0 1.1 -0.7 -0.1839
C -0.145721 0.938053 -0.721226 4.2 1.4 0.0 -0.3570
C -0.015672 1.519600 -2.277121 -2.0 -0.4 0.7 -0.0484
O 0.100965 2.331997 -0.910760 -2.8 -3.6 1.3 -0.1341
H 2.517089 -2.202313 2.691471 -0.5 -0.1 -0.7 -0.2236
H 1.645883 -0.299550 -1.177107 -0.1 0.3 0.9 0.0654
H 1.793473 0.715610 0.386968 -0.3 -0.5 -0.5 0.0704
H -1.222330 0.592043 -0.363292 3.8 1.9 -0.7 -0.0356
H -0.333790 2.501593 -2.698814 1.4 -0.6 -1.1 0.1179
H -1.087712 1.072001 -2.448389 -0.1 1.1 0.5 0.0310
K -2.904394 -0.248229 -0.656169 -1.7 -0.9 -0.1 0.7175
```
Forces are in eV/Å.